Record 1
Below is a 2-piece molecular cluster, C4H12N2O overall at a distorted geometry, with properties calculated with the ωB97M-V functional and the def2-TZVPD basis.

CARTESIAN COORDINATES (ANGSTROEM)
C 0.24 1.94 0.30
N 0.22 1.58 -0.91
C -0.07 0.15 -1.42
C -1.21 -0.76 -0.90
C -1.36 -0.87 0.66
N -0.44 -1.73 1.35
H 0.76 2.91 0.54
H -0.12 1.41 1.17
H -0.08 0.16 -2.48
H 0.88 -0.36 -1.12
H -1.27 -1.69 -1.35
H -2.11 -0.08 -1.21
H -2.48 -1.28 0.72
H -1.33 0.17 1.06
H -0.69 -2.68 1.80
H 0.53 -1.75 1.06
O 2.85 1.05 0.64
H 2.47 1.57 -0.08
H 3.23 0.25 0.20

Values from the calculation:
relative energy (zero: lowest compared OMol25 entry of this formula, charge and spin)	3.2708	eV
total charge	0
LUMO level	0.8	eV
SMILES string	C=NCCCN.O
HOMO energy	-0.3263	Ha

---

Record 2
Below is one molecule with the formula C4H7FN2 at a distorted geometry, with properties calculated with the ωB97M-V functional and the def2-TZVPD basis.

CARTESIAN COORDINATES (ANGSTROEM)
C 1.41 0.90 -0.80
C 1.70 -0.17 -0.08
F 2.82 -0.42 0.51
C 0.80 -1.30 -0.03
N -0.53 -1.45 -0.38
N -1.43 -0.36 -0.37
C -1.37 0.51 0.75
H 0.34 0.85 -1.28
H 1.74 2.16 -0.80
H 1.18 -2.31 0.02
H -2.38 -0.94 -0.54
H -1.20 1.68 0.25
H -2.50 0.67 1.22
H -0.60 0.18 1.54

Values from the calculation:
relative energy (zero: lowest compared OMol25 entry of this formula, charge and spin)	4.6711	eV
total charge	0
LUMO level	0.2	eV
SMILES string	C=C(F)/C=N\NC
HOMO energy	-0.3103	Ha

---

Record 3
Below is C37H35BrCrN7OS as an isolated structure, with properties calculated with the ωB97M-V functional and the def2-TZVPD basis.

CARTESIAN COORDINATES (ANGSTROEM)
Cr -0.32 -0.39 -0.31
Br -5.92 4.30 1.13
C -4.34 3.30 0.93
C -3.11 3.84 1.37
C -1.94 3.14 1.22
C -1.93 1.87 0.62
O -0.78 1.26 0.45
C -3.17 1.32 0.21
C -3.27 0.00 -0.30
N -2.28 -0.82 -0.51
C -2.54 -2.20 -0.77
C -3.73 -2.85 -0.60
C -3.84 -4.23 -0.88
C -2.77 -4.95 -1.31
C -1.51 -4.31 -1.46
C -0.35 -4.99 -1.90
C 0.83 -4.31 -1.99
C 0.87 -2.96 -1.62
N -0.19 -2.29 -1.22
C -1.40 -2.94 -1.17
C -4.37 2.06 0.37
H -3.10 4.82 1.83
H -1.00 3.54 1.57
H -4.28 -0.35 -0.52
H -4.60 -2.32 -0.23
H -4.80 -4.71 -0.73
H -2.86 -6.00 -1.53
H -0.41 -6.04 -2.15
H 1.74 -4.79 -2.34
H 1.80 -2.41 -1.66
H -5.31 1.62 0.06
C -1.32 -2.07 3.54
C -0.14 -2.70 3.89
C 0.97 -2.58 3.06
C 0.85 -1.87 1.89
N -0.32 -1.32 1.52
C -1.37 -1.39 2.34
C 2.00 -1.50 1.03
C 3.26 -2.05 1.20
C 4.32 -1.54 0.47
C 4.09 -0.49 -0.40
C 2.80 -0.03 -0.55
N 1.76 -0.54 0.11
H -2.18 -2.09 4.19
H -0.06 -3.25 4.82
H 1.92 -3.00 3.36
H -2.27 -0.88 2.03
H 3.41 -2.85 1.91
H 5.31 -1.96 0.59
H 4.89 -0.03 -0.96
H 2.59 0.79 -1.22
S 1.42 1.06 3.21
C 2.55 2.20 3.74
N 2.57 3.45 3.19
C 3.44 4.44 3.53
C 4.36 4.24 4.49
C 4.38 2.98 5.13
C 3.50 2.00 4.77
H 1.87 3.61 2.48
H 3.32 5.38 2.99
H 5.05 5.02 4.76
H 5.09 2.80 5.93
H 3.50 1.04 5.27
C 0.30 2.04 -2.10
C 0.61 2.68 -3.47
N -0.03 1.92 -4.54
C -1.43 1.71 -4.20
C -1.55 0.77 -2.97
N -0.22 0.64 -2.30
C 0.67 -0.07 -3.27
C 0.63 0.63 -4.66
H -0.48 2.59 -1.57
H 1.17 2.01 -1.45
H 1.68 2.72 -3.67
H 0.23 3.71 -3.50
H -1.95 1.28 -5.06
H -1.88 2.68 -3.99
H -1.88 -0.23 -3.25
H -2.26 1.18 -2.25
H 0.32 -1.10 -3.35
H 1.68 -0.08 -2.87
H 0.08 0.02 -5.38
H 1.64 0.77 -5.04

Values from the calculation:
relative energy (zero: lowest compared OMol25 entry of this formula, charge and spin)	0.4904	eV
total charge	+2
LUMO level (alpha / beta)	-6.0 / -6.1	eV
HOMO energy (alpha / beta)	-0.4434 / -0.4435	Ha
2S+1	4

---

Record 4
Below is a 5-piece molecular cluster, H10O5 overall at a distorted geometry, with properties calculated with the ωB97M-V functional and the def2-TZVPD basis.

CARTESIAN COORDINATES (ANGSTROEM)
O -2.35 0.47 -0.57
H -1.39 0.40 -0.58
H -2.58 0.47 0.37
O 1.84 0.89 1.30
H 1.53 0.02 1.01
H 2.69 0.99 0.86
O 0.40 -3.43 1.51
H 0.78 -4.22 1.11
H 0.76 -2.71 0.98
O 2.28 2.86 1.98
H 1.63 2.47 1.37
H 3.10 2.39 1.78
O -2.45 -0.58 -4.15
H -2.00 0.07 -3.60
H -2.18 -1.43 -3.78

Values from the calculation:
relative energy (zero: lowest compared OMol25 entry of this formula, charge and spin)	2.6559	eV
total charge	0
LUMO level	-0.4	eV
SMILES string	O.O.O.O.O
HOMO energy	-0.3918	Ha

---

Copy entry 4 word for word.
Below is a 5-piece molecular cluster, H10O5 overall at a distorted geometry, with properties calculated with the ωB97M-V functional and the def2-TZVPD basis.

CARTESIAN COORDINATES (ANGSTROEM)
O -2.35 0.47 -0.57
H -1.39 0.40 -0.58
H -2.58 0.47 0.37
O 1.84 0.89 1.30
H 1.53 0.02 1.01
H 2.69 0.99 0.86
O 0.40 -3.43 1.51
H 0.78 -4.22 1.11
H 0.76 -2.71 0.98
O 2.28 2.86 1.98
H 1.63 2.47 1.37
H 3.10 2.39 1.78
O -2.45 -0.58 -4.15
H -2.00 0.07 -3.60
H -2.18 -1.43 -3.78

Values from the calculation:
relative energy (zero: lowest compared OMol25 entry of this formula, charge and spin)	2.6559	eV
total charge	0
LUMO level	-0.4	eV
SMILES string	O.O.O.O.O
HOMO energy	-0.3918	Ha

---

> What is the formula in the first record?

C4H12N2O

---

> Among the records above, which one has the highest total charge?

C37H35BrCrN7OS